Record 1
A molecular structure, C49H49F6IKN8O2S2Si, computed with ωB97M-V/def2-TZVPD.

The geometry in XYZ format:
```
119
Properties=species:S:1:pos:R:3
K 2.010 -0.249 0.521
C -4.447 12.643 -1.378
O -3.738 12.221 -0.228
C -3.251 10.950 -0.224
C -2.572 10.565 0.930
C -2.047 9.292 1.025
C -2.184 8.379 -0.019
C -2.860 8.776 -1.164
C -3.395 10.052 -1.277
C -1.645 7.008 0.047
N -1.718 6.134 -0.926
C -1.107 4.999 -0.430
C -0.667 5.202 0.848
N -1.015 6.503 1.151
C -0.009 4.195 1.637
C 0.463 4.345 2.948
C 1.056 3.275 3.576
C 1.140 2.058 2.885
N 0.713 1.906 1.648
C 0.164 2.950 1.018
C -0.259 2.726 -0.382
N 0.017 1.523 -0.910
C -0.371 1.266 -2.140
C -1.052 2.210 -2.928
C -1.315 3.453 -2.409
C -0.909 3.737 -1.097
H -4.754 13.667 -1.184
H -5.332 12.023 -1.544
H -3.810 12.615 -2.266
H -2.469 11.277 1.737
H -1.523 9.025 1.935
H -2.967 8.069 -1.975
H -3.917 10.325 -2.182
H -0.857 6.983 2.017
H 0.370 5.296 3.461
H 1.445 3.353 4.581
H 1.620 1.189 3.326
H -0.120 0.278 -2.513
H -1.352 1.946 -3.934
H -1.827 4.214 -2.984
S -1.244 -1.855 -0.053
C -0.970 -3.384 -0.857
N -2.033 -4.342 -0.671
C -1.630 -5.694 -1.000
C -0.790 -5.730 -2.277
N 0.376 -4.887 -2.135
C 1.652 -5.571 -2.182
C 1.863 -6.477 -0.987
C 1.952 -5.900 0.284
C 2.102 -6.693 1.408
C 2.162 -8.079 1.286
C 2.083 -8.659 0.031
C 1.936 -7.858 -1.097
C 0.231 -3.672 -1.455
S 1.630 -2.620 -1.358
C -3.332 -3.935 -1.200
C -3.452 -3.834 -2.705
C -2.820 -2.794 -3.391
C -2.855 -2.736 -4.775
C -3.534 -3.710 -5.500
C -4.180 -4.736 -4.829
C -4.136 -4.793 -3.441
H -2.522 -6.317 -1.114
H -1.034 -6.104 -0.179
H -1.395 -5.408 -3.129
H -0.457 -6.751 -2.480
H 2.434 -4.813 -2.209
H 1.709 -6.153 -3.107
H 1.919 -4.818 0.365
H 2.181 -6.228 2.383
H 2.275 -8.698 2.167
H 2.133 -9.736 -0.074
H 1.872 -8.314 -2.080
H -3.568 -2.964 -0.756
H -4.078 -4.645 -0.829
H -2.277 -2.044 -2.830
H -2.344 -1.933 -5.291
H -3.559 -3.663 -6.581
H -4.714 -5.496 -5.386
H -4.629 -5.608 -2.921
C -2.928 -1.730 2.974
Si -1.228 -2.500 3.002
C -0.299 -1.873 4.502
C -1.376 -4.357 3.049
C -0.259 -2.044 1.470
H -3.498 -2.032 3.857
H -3.466 -2.046 2.080
H -2.875 -0.638 2.963
H -0.714 -2.263 5.434
H -0.351 -0.781 4.541
H 0.757 -2.147 4.451
H -1.954 -4.704 3.909
H -0.390 -4.826 3.087
H -1.870 -4.696 2.133
H 0.490 -2.809 1.248
H 0.299 -1.120 1.604
C 4.869 0.245 4.173
C 4.463 -0.504 2.893
O 3.291 -0.098 2.377
C 5.567 -0.268 1.832
F 6.805 -0.671 2.202
F 5.297 -0.874 0.663
F 5.672 1.049 1.561
C 4.370 -2.013 3.227
F 5.516 -2.542 3.725
F 3.430 -2.220 4.171
F 4.024 -2.760 2.173
H 4.896 1.308 3.940
H 5.834 -0.056 4.585
H 4.096 0.075 4.921
I 6.885 0.743 -3.431
C 4.949 1.015 -2.825
C 4.300 2.211 -2.641
N 3.057 1.899 -2.230
N 2.857 0.575 -2.130
C 4.004 0.026 -2.487
H 4.623 3.230 -2.767
H 2.301 2.516 -1.986
H 4.096 -1.049 -2.486
```

Results
2S+1	1
ΔE to the lowest compared entry with this formula, charge and spin	0.494	eV
total charge	-1
electronic energy	-5068.0637	Ha

Atomic partial charges in e from the Mulliken method, atoms 1 to 5: number 1, K, carries 1.613; number 2, C, carries -0.838; number 3, O, carries -0.464; number 4, C, carries 0.981; number 5, C, carries -0.773

Record 2
A molecular structure, C49H49O3P3RbS3, computed with ωB97M-V/def2-TZVPD.

The geometry in XYZ format:
```
108
Properties=species:S:1:pos:R:3
Rb -0.689 -0.399 1.360
O -2.641 0.073 -0.780
S -1.816 -0.817 -1.668
C -2.997 -2.025 -2.277
C -4.029 -1.636 -3.124
C -5.013 -2.544 -3.472
C -4.968 -3.833 -2.952
C -3.973 -4.191 -2.058
C -2.976 -3.290 -1.680
P -1.694 -3.660 -0.376
C -2.663 -3.172 1.118
C -2.059 -3.391 2.361
C -2.654 -2.936 3.526
C -3.858 -2.240 3.476
C -4.466 -2.016 2.250
C -3.877 -2.486 1.080
C -1.836 -5.487 -0.326
C -2.602 -6.202 0.591
C -2.637 -7.590 0.549
C -1.916 -8.281 -0.413
C -1.149 -7.577 -1.333
C -1.105 -6.193 -1.283
C -1.406 0.139 -3.130
C -1.490 -0.384 -4.411
C -1.108 0.389 -5.498
C -0.646 1.678 -5.293
C -0.516 2.175 -4.003
C -0.869 1.414 -2.890
P -0.416 1.945 -1.167
C -1.846 2.972 -0.659
C -2.993 3.145 -1.425
C -4.048 3.912 -0.949
C -3.963 4.519 0.296
C -2.819 4.354 1.065
C -1.766 3.582 0.594
C 0.847 3.214 -1.547
C 2.136 2.755 -1.825
C 3.149 3.644 -2.138
C 2.895 5.010 -2.151
C 1.626 5.477 -1.846
C 0.603 4.584 -1.551
H -4.060 -0.622 -3.502
H -5.811 -2.249 -4.141
H -5.730 -4.552 -3.223
H -3.978 -5.184 -1.624
H -1.086 -3.878 2.382
H -2.168 -3.113 4.478
H -4.311 -1.866 4.386
H -5.397 -1.466 2.195
H -4.362 -2.281 0.135
H -3.172 -5.675 1.346
H -3.233 -8.133 1.273
H -1.944 -9.363 -0.442
H -0.574 -8.108 -2.081
H -0.492 -5.645 -1.990
H -1.842 -1.394 -4.568
H -1.174 -0.019 -6.498
H -0.357 2.293 -6.136
H -0.101 3.162 -3.850
H -3.072 2.670 -2.395
H -4.938 4.034 -1.553
H -4.786 5.118 0.666
H -2.738 4.824 2.037
H -0.877 3.457 1.205
H 2.337 1.690 -1.790
H 4.143 3.272 -2.351
H 3.689 5.710 -2.380
H 1.427 6.542 -1.831
H -0.384 4.961 -1.315
C 1.165 -3.907 1.251
C 1.579 -3.001 0.276
C 1.533 -3.303 -1.127
C 1.805 -2.363 -2.096
C 2.163 -1.051 -1.771
C 2.286 -0.737 -0.415
C 2.021 -1.668 0.569
H 1.369 -3.700 2.298
H 0.975 -4.942 0.985
H 1.280 -4.316 -1.422
H 1.744 -2.654 -3.141
H 2.388 -0.335 -2.553
H 2.586 0.259 -0.102
H 2.140 -1.376 1.613
C 4.936 5.266 2.366
C 4.425 4.356 1.263
C 5.382 3.218 0.945
O 3.107 3.827 1.498
P 2.465 3.319 2.879
S 1.902 4.777 4.065
S 1.105 1.965 2.378
O 3.758 2.551 3.500
C 3.598 1.850 4.744
C 3.916 0.388 4.495
C 4.509 2.502 5.767
H 5.881 5.713 2.044
H 5.107 4.709 3.286
H 4.219 6.058 2.579
H 4.288 4.953 0.359
H 5.591 2.629 1.838
H 6.320 3.622 0.555
H 4.942 2.560 0.194
H 2.558 1.950 5.070
H 4.947 0.282 4.149
H 3.252 -0.010 3.728
H 3.794 -0.192 5.412
H 5.548 2.440 5.435
H 4.421 1.999 6.732
H 4.233 3.550 5.885
```

Results
2S+1	1
total charge	-1
electronic energy	-4365.1761	Ha

Atomic partial charges in e from the Mulliken method, atoms 1 to 5: number 1, Rb, carries 1.477; number 2, O, carries -0.516; number 3, S, carries 1.366; number 4, C, carries -0.284; number 5, C, carries -0.391

no.,HOMO-LUMO gap (eV),strongest force on any atom (eV Å⁻¹),highest occupied orbital energy (eV)
1,5.05,1.633,-3.48
2,4.64,0.224,-2.71